1.
Entry from the Open Molecules 2025 dataset: a molecular structure, C16H22BKN6O (ωB97M-V/def2-TZVPD).

Computed properties:
* HOMO level: -0.311 hartree
* gap between HOMO and LUMO: 8.501 eV

```
47
Properties=species:S:1:pos:R:3:forces:R:3
K -2.607 1.123 -0.985 0.9 0.6 -1.3
B -5.430 -0.278 0.096 0.2 0.1 -0.2
N -5.566 1.268 0.179 -0.5 0.1 0.2
C -6.595 1.942 0.715 0.0 0.2 0.0
C -6.392 3.295 0.513 0.0 0.0 0.0
C -5.179 3.347 -0.179 -0.1 -0.1 0.1
N -4.693 2.123 -0.379 -0.9 0.7 0.2
N -4.246 -0.770 0.971 -0.2 -0.3 0.3
C -4.332 -1.540 2.067 0.1 0.0 0.1
C -3.051 -1.834 2.501 0.0 0.0 0.0
C -2.229 -1.185 1.576 -0.1 0.0 0.1
N -2.959 -0.553 0.658 0.1 -0.9 0.8
H -6.439 -0.760 0.534 -0.1 0.0 0.0
H -5.209 -0.583 -1.060 0.0 0.0 0.0
H -7.410 1.425 1.194 0.1 -0.1 0.0
H -7.024 4.112 0.816 0.0 0.0 0.0
H -4.639 4.209 -0.543 0.0 0.0 0.0
H -5.288 -1.838 2.465 0.0 0.1 0.0
H -2.762 -2.427 3.352 0.0 0.0 0.0
H -1.150 -1.145 1.532 0.0 0.0 0.0
C 5.484 -1.788 -1.412 -0.1 0.1 0.0
C 4.800 -0.430 -1.276 0.0 -0.2 -0.1
N 4.263 -0.180 0.054 0.1 -0.1 0.1
C 5.233 0.188 1.085 0.0 0.2 0.1
C 5.558 1.678 1.075 -0.1 -0.1 0.0
C 2.950 -0.027 0.367 0.0 0.1 0.0
O 2.583 0.426 1.442 0.0 -0.1 -0.1
C 1.902 -0.415 -0.637 -0.1 0.0 0.0
C 1.865 -1.611 -1.341 0.0 0.0 0.0
C 0.774 -1.880 -2.152 0.0 0.0 0.0
C -0.234 -0.936 -2.241 0.0 -0.1 0.0
N -0.221 0.214 -1.568 0.5 -0.2 -0.1
C 0.816 0.447 -0.772 0.1 0.1 0.0
H 5.802 -1.938 -2.445 0.0 0.0 0.0
H 4.814 -2.602 -1.134 0.0 0.0 0.0
H 6.366 -1.856 -0.777 0.0 0.0 0.0
H 4.002 -0.339 -2.008 0.0 0.0 0.0
H 5.526 0.355 -1.506 -0.1 0.0 0.0
H 6.136 -0.402 0.929 0.0 0.0 0.0
H 4.807 -0.081 2.048 0.0 -0.1 0.0
H 6.007 1.988 0.130 0.0 0.0 0.0
H 6.258 1.909 1.878 0.0 0.0 0.0
H 4.648 2.255 1.235 0.0 0.0 0.0
H 2.659 -2.339 -1.240 0.0 0.0 0.0
H 0.704 -2.811 -2.697 0.0 0.0 0.0
H -1.101 -1.118 -2.867 0.0 0.0 0.0
H 0.801 1.365 -0.195 0.0 0.0 0.0
```
Forces are in eV/Å.


2.
Entry from the Open Molecules 2025 dataset: a molecular structure, C12H8BrN5S2 (ωB97M-V/def2-TZVPD).

Computed properties:
* HOMO level: -0.290 hartree
* relative energy (zero: lowest compared OMol25 entry of this formula, charge and spin): 680.1 kJ/mol
* gap between HOMO and LUMO: 7.080 eV

```
28
Properties=species:S:1:pos:R:3:forces:R:3
S -1.689 -1.798 -3.603 -0.3 -0.1 1.5
C -1.871 -1.913 -1.905 2.4 1.4 -2.8
N -2.703 -2.809 -1.297 5.1 5.6 2.9
N -2.456 -2.586 0.087 0.1 1.9 2.3
C -1.611 -1.489 0.393 -2.9 -6.5 -11.8
N -1.011 -1.090 -0.946 -4.3 -3.4 2.2
N 0.061 -0.199 -0.979 -2.5 0.9 -4.2
C 0.163 0.445 -2.161 5.6 2.2 12.4
C 1.238 1.423 -2.118 -0.4 -1.5 5.6
C 1.975 1.772 -0.917 0.8 2.5 -8.0
C 2.921 2.709 -1.490 2.3 2.1 9.6
C 2.911 3.149 -2.755 0.5 -0.8 3.1
S 1.774 2.255 -3.354 -3.8 -1.1 -8.3
Br 4.053 4.221 -3.542 1.8 2.0 -1.5
H 3.513 3.322 -0.561 -0.9 -1.7 -3.0
H 1.959 1.358 0.002 -0.1 -1.1 2.8
H -0.078 0.113 -2.960 -4.4 -3.9 -9.9
C -1.006 -1.195 1.560 -3.1 -3.0 1.0
N -1.299 -2.152 2.458 4.0 0.6 4.5
C -0.698 -1.822 3.656 -2.4 2.0 1.7
C -0.379 -0.374 4.027 1.3 -4.4 -2.9
C -0.151 0.421 2.895 -2.9 4.2 3.2
C -0.687 0.059 1.654 4.1 3.3 3.2
H -0.535 0.753 0.875 -0.5 0.3 -0.9
H -0.207 1.604 3.105 1.1 -2.6 -0.5
H -0.111 -0.285 5.074 0.0 0.8 -0.3
H -0.784 -2.470 4.625 0.0 0.6 -2.4
H -3.291 -3.423 -1.823 -0.4 -0.5 0.5
```
Forces are in eV/Å.


3.
Entry from the Open Molecules 2025 dataset: a molecular structure, C4H10N2O2Si (ωB97M-V/def2-TZVPD).

Computed properties:
* HOMO level: -0.325 hartree
* relative energy (zero: lowest compared OMol25 entry of this formula, charge and spin): 306.0 kJ/mol
* gap between HOMO and LUMO: 8.999 eV

```
19
Properties=species:S:1:pos:R:3:forces:R:3
C -2.118 0.495 2.294 -1.0 -0.8 -0.7
C 1.305 1.062 2.011 -0.1 -1.1 -2.2
C -0.593 -2.443 -0.358 -0.3 -2.3 -0.7
C 0.421 1.244 -2.804 -0.5 -1.2 0.9
N -3.246 0.254 2.285 0.7 0.4 0.4
N 0.718 0.146 1.045 -0.5 -1.8 -2.1
O -0.001 -1.496 -1.177 0.1 -0.6 -1.8
O 1.111 0.890 -1.605 -0.3 -0.8 0.7
Si 0.666 -0.264 -0.517 1.9 5.1 2.7
H -1.077 0.486 2.014 0.2 0.1 0.1
H 2.136 0.522 2.433 0.4 0.3 0.6
H 1.617 1.974 1.490 0.0 0.2 0.7
H 0.511 1.182 2.711 0.0 0.9 1.2
H 0.149 -3.053 0.169 -0.2 0.1 -0.1
H -1.235 -3.052 -0.997 0.3 -0.3 0.1
H -1.234 -1.951 0.290 -1.2 0.7 1.8
H 0.869 0.650 -3.566 -0.4 -0.7 -1.0
H 0.677 2.231 -3.051 0.1 1.6 0.0
H -0.679 1.122 -2.667 0.8 0.0 -0.5
```
Forces are in eV/Å.


4.
Entry from the Open Molecules 2025 dataset: a molecular structure, C20H45AuBrN5O7P2SbSi3 (ωB97M-V/def2-TZVPD).

Computed properties:
* HOMO level: -0.383 hartree
* relative energy (zero: lowest compared OMol25 entry of this formula, charge and spin): 175.9 kJ/mol
* net charge: +1
* gap between HOMO and LUMO: 7.231 eV

```
85
Properties=species:S:1:pos:R:3:forces:R:3
Au -0.044 -0.194 -1.935 0.0 -0.2 -0.1
O 4.589 1.139 -1.166 0.0 0.0 0.0
P 3.047 0.793 -1.214 0.0 0.1 0.5
O 2.761 0.173 0.225 -0.1 -0.2 -0.3
O 2.755 -0.072 -2.351 0.0 0.0 0.0
O 2.337 2.206 -1.108 -0.1 0.0 -0.3
P 0.898 2.875 -1.582 0.2 0.0 0.0
O 0.245 3.000 -0.102 -0.1 -0.1 0.1
O 1.117 4.194 -2.161 0.0 0.0 0.0
O 0.117 1.815 -2.323 -0.2 0.1 0.2
H 4.858 1.719 -0.444 0.0 0.0 0.0
H 0.072 3.933 0.071 0.0 0.0 0.0
C -2.994 -0.481 -4.306 0.0 0.0 0.0
N -4.403 -0.305 -4.648 0.0 0.0 0.0
C -4.689 1.134 -4.673 0.0 0.0 0.0
N -4.403 1.774 -3.385 0.0 0.0 0.0
C -2.993 1.555 -3.069 0.0 0.0 0.0
N -2.663 0.121 -3.005 0.1 0.0 0.0
C -3.521 -0.495 -1.989 0.0 0.0 0.0
N -4.942 -0.325 -2.273 0.0 0.0 0.0
C -5.213 -0.915 -3.592 0.0 0.0 0.0
C -5.213 1.117 -2.360 0.0 0.0 0.0
H -2.377 -0.013 -5.075 0.0 0.0 0.0
H -2.763 -1.549 -4.271 0.0 0.0 0.0
H -5.742 1.282 -4.917 0.0 0.0 0.0
H -4.082 1.604 -5.447 0.0 0.0 0.0
H -2.762 2.013 -2.104 0.0 0.0 0.0
H -2.367 2.027 -3.826 0.0 0.0 0.0
H -3.299 -0.033 -1.022 0.0 0.0 0.0
H -3.293 -1.564 -1.932 0.0 0.0 0.0
H -6.269 -0.779 -3.829 0.0 0.0 0.0
H -5.000 -1.985 -3.552 0.0 0.0 0.0
H -5.002 1.575 -1.391 0.0 0.0 0.0
H -6.269 1.262 -2.590 0.0 0.0 0.0
C -1.836 -1.507 1.531 0.1 -0.1 0.1
Si -1.093 0.114 2.031 0.1 0.1 -0.1
C -0.784 0.171 3.873 -0.3 0.1 0.1
C -2.070 1.523 1.343 0.1 0.1 0.1
Sb 1.523 0.359 1.765 0.1 0.2 0.0
Si 2.521 2.524 2.847 0.1 0.0 -0.1
C 4.189 2.652 2.027 0.0 0.1 -0.1
C 1.549 4.077 2.551 -0.1 0.0 0.1
C 2.643 2.153 4.672 0.0 0.0 0.0
Si 2.818 -1.611 2.846 0.0 -0.2 0.0
C 2.286 -1.955 4.599 0.0 0.0 0.0
C 4.608 -1.125 2.741 0.0 0.0 0.0
C 2.413 -3.046 1.727 0.0 0.0 0.0
H -2.815 -1.556 2.019 0.0 0.0 0.0
H -1.265 -2.374 1.867 0.0 0.0 -0.1
H -2.009 -1.556 0.456 0.0 0.0 0.0
H -1.761 0.273 4.359 0.0 0.0 0.0
H -0.190 1.029 4.196 0.0 0.0 0.0
H -0.329 -0.743 4.254 0.0 0.0 0.0
H -3.130 1.254 1.349 0.0 0.0 0.0
H -1.767 1.734 0.319 0.0 0.0 -0.1
H -1.949 2.435 1.930 0.0 0.0 0.0
H 4.055 3.067 1.024 0.0 0.0 0.0
H 4.740 1.714 1.970 0.0 0.0 0.0
H 4.794 3.368 2.591 0.0 0.0 0.0
H 1.626 4.400 1.515 0.0 0.0 0.0
H 1.993 4.857 3.177 0.0 0.0 0.0
H 0.498 3.991 2.829 0.0 0.0 0.0
H 3.162 1.219 4.891 0.0 0.0 0.0
H 1.672 2.138 5.168 0.0 0.0 0.0
H 3.221 2.963 5.128 0.0 0.0 0.0
H 2.356 -1.097 5.268 0.0 0.0 0.0
H 2.958 -2.728 4.985 0.0 0.0 0.0
H 1.274 -2.358 4.653 0.0 0.0 0.0
H 4.856 -0.286 3.394 0.0 0.0 0.0
H 4.897 -0.881 1.718 0.0 0.0 0.0
H 5.207 -1.980 3.068 0.0 0.0 0.0
H 1.356 -3.314 1.789 0.0 0.0 0.0
H 2.994 -3.921 2.031 0.0 0.0 0.0
H 2.656 -2.825 0.686 0.0 0.0 0.0
Br 1.720 -6.625 -2.564 0.0 0.0 0.0
C 1.186 -4.846 -2.318 0.0 0.0 0.0
C 0.346 -4.507 -1.270 0.0 0.0 0.0
C -0.025 -3.186 -1.126 -0.1 0.0 0.0
N 0.383 -2.220 -1.955 0.1 -0.1 0.0
C 1.213 -2.557 -2.958 0.0 0.0 0.0
C 1.631 -3.854 -3.176 0.0 0.0 0.0
H -0.016 -5.252 -0.576 0.0 0.0 0.0
H -0.672 -2.883 -0.321 -0.1 0.0 0.0
H 1.569 -1.747 -3.579 0.0 0.0 0.0
H 2.300 -4.074 -3.995 0.0 0.0 0.0
```
Forces are in eV/Å.


5.
Entry from the Open Molecules 2025 dataset: a single C5H9ClO2S molecule (ωB97M-V/def2-TZVPD).

Computed properties:
* HOMO level: -0.332 hartree
* relative energy (zero: lowest compared OMol25 entry of this formula, charge and spin): 355.7 kJ/mol
* SMILES string: C=C[C@@H](C)C=[S@](=O)(O)Cl
* gap between HOMO and LUMO: 8.971 eV

```
18
Properties=species:S:1:pos:R:3:forces:R:3
C 0.007 1.110 0.913 -2.0 -1.6 -1.0
C -0.067 -0.112 0.080 0.5 -2.1 -2.4
C -1.327 -0.853 -0.606 1.6 1.0 1.0
C 0.710 2.156 0.659 1.6 -0.8 -3.4
C 0.854 -1.192 0.712 1.4 -0.2 -1.8
O -0.613 -0.293 -3.166 -0.9 -1.3 1.6
O -2.545 -1.907 -2.459 0.3 1.3 0.9
S -1.108 -1.245 -2.173 -0.8 0.6 -0.3
Cl 0.077 -2.969 -2.607 -0.1 -0.1 -0.2
H -0.574 1.158 1.765 -1.2 -0.2 2.0
H 0.446 0.189 -0.817 0.6 0.3 -0.5
H -1.753 -1.676 -0.018 -0.2 0.3 -0.5
H 0.730 2.876 1.327 0.0 3.5 3.2
H 1.336 2.360 -0.203 -0.1 -0.5 -0.2
H -2.705 -2.609 -3.082 0.9 -0.5 -0.7
H 1.238 -2.025 -0.070 -0.9 2.1 1.9
H 0.370 -1.665 1.518 -0.8 -0.9 1.0
H 1.675 -0.620 1.191 0.0 -0.7 -0.6
```
Forces are in eV/Å.


6.
Entry from the Open Molecules 2025 dataset: a molecular structure, C3H8IN3 (ωB97M-V/def2-TZVPD).

Computed properties:
* HOMO level (spin up / spin down): -0.202 / -0.320 hartree
* relative energy (zero: lowest compared OMol25 entry of this formula, charge and spin): 57.2 kJ/mol
* gap between HOMO and LUMO (spin up / spin down): 5.925 / 6.041 eV
* <S²>: 2.035
* multiplicity: 3

```
15
Properties=species:S:1:pos:R:3:forces:R:3
C 0.724 -1.845 -0.473 1.0 0.5 0.5
C -0.686 1.590 -1.264 2.9 0.9 0.1
C 0.687 -0.507 0.174 1.4 0.7 -3.0
N 0.324 0.648 2.105 0.1 1.7 -1.6
N 0.253 -0.474 1.359 -1.0 0.5 2.7
N -0.964 0.392 -0.958 1.1 0.1 -1.2
I -2.849 -0.146 -0.441 -3.2 -1.2 1.4
H 1.748 -2.260 -0.289 -0.9 0.1 -0.5
H 0.454 -1.727 -1.520 0.2 -0.5 0.0
H 0.008 -2.371 0.126 -0.4 -1.0 -0.3
H 0.420 1.707 -1.211 -0.7 1.2 0.2
H -1.324 2.421 -1.601 0.0 -0.8 -0.3
H 0.367 1.587 1.605 0.4 -1.6 0.3
H 1.317 0.280 -0.294 -0.4 -0.2 0.6
H -0.480 0.704 2.682 -0.6 -0.3 1.0
```
Forces are in eV/Å.


7.
Entry from the Open Molecules 2025 dataset: a molecular structure, C13H14HgIN3S (ωB97M-V/def2-TZVPD).

Computed properties:
* HOMO level: -0.271 hartree
* relative energy (zero: lowest compared OMol25 entry of this formula, charge and spin): 3.6 kJ/mol
* gap between HOMO and LUMO: 6.648 eV

```
33
Properties=species:S:1:pos:R:3:forces:R:3
C 2.460 -0.253 2.897 -0.1 0.8 2.7
C 0.747 -0.405 3.202 1.0 -0.4 2.7
H 2.984 -1.204 2.974 -0.2 0.1 -0.2
H 2.632 0.324 3.810 0.2 -0.1 0.0
H 2.912 0.472 2.181 -0.3 -0.4 0.1
H 0.072 -1.169 2.781 0.2 0.2 -0.3
H 0.869 -0.828 4.208 -0.1 0.2 -0.2
H 0.267 0.564 3.341 0.2 -0.1 -0.3
C 1.908 -0.399 -2.071 -1.1 -0.3 -0.1
C 1.748 -0.868 -3.369 0.0 0.1 -0.1
C 0.466 -1.140 -3.844 -0.1 0.1 0.2
C -0.619 -0.881 -3.008 0.0 0.2 0.4
H 2.883 -0.261 -1.640 0.2 0.1 0.0
H 2.634 -1.038 -3.977 -0.2 0.0 0.1
H 0.298 -1.553 -4.845 0.2 0.2 0.5
H -1.650 -1.065 -3.318 0.5 0.0 -0.1
N 0.862 -0.186 -1.255 -0.2 0.1 -0.9
C -0.392 -0.376 -1.717 1.0 -0.3 -0.5
C -1.492 -0.046 -0.785 -0.5 0.4 0.9
N -1.134 0.171 0.499 -0.7 0.1 0.0
C -2.064 0.581 1.378 -0.1 -0.2 -0.8
C -3.787 0.530 -0.303 0.6 -0.1 0.0
C -3.400 0.787 1.011 0.4 -0.1 0.1
H -1.721 0.749 2.401 -0.2 0.0 -0.3
H -4.105 1.135 1.759 0.1 0.0 -0.2
C -2.823 0.096 -1.210 0.5 0.0 0.1
H -3.056 -0.123 -2.251 -0.2 0.2 0.4
H -4.809 0.671 -0.631 0.0 0.0 0.1
Hg 1.294 -0.373 1.072 -0.8 0.1 -4.8
I 2.183 -2.947 0.199 -0.1 0.2 0.4
S 0.676 3.873 -0.860 -0.3 0.2 -0.4
C 1.330 2.919 0.257 1.0 -1.3 1.8
N 1.829 2.244 1.111 -0.9 0.2 -1.3
```
Forces are in eV/Å.


8.
Entry from the Open Molecules 2025 dataset: 2 unconnected molecules or ions with the total composition C2H6N2 (ωB97M-V/def2-TZVPD).

Computed properties:
* HOMO level (spin up / spin down): -0.409 / -0.409 hartree
* relative energy (zero: lowest compared OMol25 entry of this formula, charge and spin): 359.2 kJ/mol
* net charge: +1
* gap between HOMO and LUMO (spin up / spin down): 4.647 / 0.694 eV
* <S²>: 0.760
* multiplicity: 2

```
10
Properties=species:S:1:pos:R:3:forces:R:3
C 3.563 3.225 -2.814 0.8 0.5 1.9
N 4.489 2.722 -3.453 -2.2 1.2 -1.4
H 3.519 3.172 -1.711 0.0 -0.5 -0.1
H 2.818 3.980 -3.160 0.3 -0.4 -0.7
H 4.498 2.739 -4.493 1.1 -0.8 0.3
C -3.804 -2.945 3.496 -0.6 -1.4 -0.8
N -3.216 -3.409 2.479 1.3 0.8 0.0
H -3.229 -2.480 4.290 -0.1 0.1 0.0
H -4.867 -3.166 3.619 -0.1 0.6 0.4
H -3.771 -3.839 1.748 -0.6 -0.1 0.4
```
Forces are in eV/Å.


One value per record, in order, for energy: -1651.523944 -4105.882817 -707.869188 -6090.835948 -1204.613267 -580.831830 -1517.276201 -188.862863 Eh.
One value per record, in order, for max |F|: 1.70 13.79 6.05 0.54 4.77 3.71 4.82 2.93 eV Å⁻¹.